21
Properties=species:S:1:pos:R:3:forces:R:3:nbo_charge:R:1 method="wB97M-V/def2-TZVPD" energy_ev=-17282.11821 homo_lumo_gap_ev="2.06 / 8.19" multiplicity=2 s_squared=0.75 charge=-1
C -0.926586 -0.430059 2.778653 -0.1 0.2 0.0 -0.602
C 0.136276 -0.558276 1.684294 -0.3 0.3 -0.3 -0.465
C 0.732933 0.768653 1.317731 0.5 0.4 0.7 -0.164
C 1.931316 1.169084 1.743648 -0.6 -0.4 -0.4 -0.459
H -1.812192 0.093353 2.409359 0.1 0.2 0.0 0.198
H -1.292962 -1.386355 3.158810 0.2 -0.1 -0.1 0.196
H -0.505674 0.140071 3.608231 -0.1 0.0 0.1 0.199
H -0.316572 -0.954895 0.770656 0.1 -0.3 0.1 0.213
H 0.927364 -1.228941 2.014835 0.1 -0.1 -0.1 0.196
H 0.126999 1.464351 0.751971 -0.1 -0.1 -0.2 0.196
H 2.345914 2.122285 1.449531 0.1 0.1 0.1 0.197
H 2.517284 0.471504 2.328148 0.3 0.1 0.0 0.176
C -1.331497 0.741442 -2.163277 0.4 0.0 -0.2 -0.873
S 0.466033 0.435874 -2.190480 -0.2 0.2 0.1 -0.182
C 0.506799 -1.086015 -3.143209 -0.4 -0.3 0.0 -1.034
H -1.833589 0.176465 -1.377429 0.0 -0.1 0.0 0.187
H -1.740784 0.496573 -3.141565 -0.1 0.0 0.0 0.211
H -1.489598 1.807921 -1.996038 0.0 0.0 0.0 0.210
H 1.489336 -1.545822 -3.040491 0.1 0.2 -0.1 0.218
H -0.219604 -1.814050 -2.769778 0.0 0.1 0.1 0.189
H 0.288812 -0.883165 -4.193603 0.1 -0.1 0.0 0.194